A 2-piece molecular cluster, C4H12N2O overall. Source: the OMol25 dataset; level of theory: ωB97M-V with the def2-TZVPD basis set.

Geometry as ORCA input:
```
! wB97M-V def2-TZVPD RIJCOSX def2/J DEFGRID3
* xyz 0 1
C 0.526 -1.764 -1.496
C 0.098 -1.196 -0.150
C 0.524 0.207 0.172
N 0.173 0.601 1.517
C 1.134 1.109 -0.608
N 1.950 0.816 -1.758
H 0.177 -2.777 -1.635
H 0.205 -1.131 -2.319
H 1.608 -1.755 -1.552
H -0.981 -1.162 -0.032
H 0.486 -1.856 0.630
H 0.986 0.908 2.038
H -0.410 1.434 1.547
H 1.060 2.163 -0.339
H 2.914 0.850 -1.440
H 1.837 1.509 -2.483
O -4.025 0.983 2.413
H -3.460 0.658 3.126
H -4.803 0.404 2.369
*
```

The value obtained for the electronic energy is -344.31217 a.u. As for the LUMO energy: 0.93 eV. For the relative energy (zero: lowest compared OMol25 entry of this formula, charge and spin), the calculation gives 191.27 kJ/mol.